(1)
C9H21BeBrCaCl3N2O9V as an isolated structure at a distorted geometry, computed with ωB97M-V with the def2-TZVPD basis set.

```
48
Properties=species:S:1:pos:R:3:nbo_charge:R:1
C 2.583 -0.636 -1.243 -0.20
O 2.523 0.236 -2.369 -0.54
C 2.083 1.581 -2.250 -0.05
C 0.632 1.726 -2.733 -0.44
C -0.396 2.077 -1.676 -0.42
C -1.421 1.001 -1.297 -0.36
C -2.240 0.443 -2.493 -0.24
N -2.380 -1.018 -2.380 -0.61
Cl -1.984 -1.827 -3.769 0.59
H 3.598 -0.800 -1.007 0.18
H 2.177 -1.578 -1.539 0.20
H 1.973 -0.301 -0.273 0.15
H 2.213 1.936 -1.274 0.17
H 2.724 2.157 -2.871 0.19
H 0.630 2.523 -3.443 0.21
H 0.381 0.844 -3.239 0.22
H 0.143 2.290 -0.788 0.24
H -0.871 3.002 -1.928 0.18
H -0.953 0.184 -0.797 0.28
H -2.140 1.519 -0.630 0.08
H -1.889 0.753 -3.461 0.21
H -3.287 0.809 -2.352 -0.02
Be -3.457 2.646 -1.179 0.28
Br 2.715 0.385 1.076 0.27
O 1.347 -1.216 1.274 -0.99
V 1.410 -2.932 1.731 1.49
O 1.517 -4.587 2.133 -0.80
C -0.542 2.335 4.134 0.53
O -0.591 2.567 2.934 -0.66
N -0.483 1.124 4.664 -0.41
C -0.445 0.908 6.100 -0.40
C -0.460 -0.020 3.768 -0.43
H -0.555 3.136 4.886 0.11
H 0.471 0.377 6.364 0.20
H -1.308 0.310 6.401 0.20
H -0.471 1.856 6.629 0.21
H 0.409 0.048 3.118 0.23
H -1.356 -0.015 3.153 0.22
H -0.419 -0.944 4.336 0.20
O 2.513 -5.217 -4.526 -0.87
Cl 2.270 -5.493 -3.134 2.55
O 1.714 -6.807 -2.973 -0.85
O 1.314 -4.510 -2.626 -0.92
O 3.493 -5.366 -2.379 -0.87
Ca -4.952 1.884 -2.960 1.43
Cl 0.158 -2.194 -3.667 -0.02
O -4.681 2.380 2.242 -1.11
H -3.709 2.423 2.314 0.40
```

Values from the calculation:
maximum force	6.72	eV/A
energy	-183189.3304	eV


(2)
C9H21ClIO2P2Tc as an isolated structure at a distorted geometry, computed with ωB97M-V with the def2-TZVPD basis set.

```
37
Properties=species:S:1:pos:R:3:mulliken_spin:R:1
C -1.289 -0.988 -3.503 0.09
C -1.455 -0.898 -2.044 0.16
H -2.173 -1.446 -3.993 0.01
H -0.419 -1.612 -3.761 0.01
H -1.166 0.011 -3.950 0.01
O -2.344 -1.223 -1.307 0.41
I 2.416 0.701 -3.288 0.95
Tc 0.675 0.172 -1.205 1.38
P -0.835 1.905 -1.415 -0.12
C -2.350 1.881 -0.394 0.01
C -0.033 3.441 -0.807 0.01
H -0.694 4.303 -0.968 0.00
H -1.876 3.471 -2.932 0.00
H 0.908 3.592 -1.348 0.00
H -0.760 2.375 -3.797 0.00
H -2.079 1.870 0.671 0.00
H 0.181 3.335 0.264 0.00
C -1.528 2.431 -3.017 0.00
H -2.965 2.772 -0.601 0.00
H -2.387 1.808 -3.302 0.00
H -2.934 0.978 -0.618 0.00
P 1.007 -2.091 -0.965 -0.12
C -0.088 -3.029 0.157 0.01
C 1.087 -3.241 -2.374 0.00
H 3.408 -1.833 -0.731 0.00
H 2.864 -3.417 -0.090 0.00
H 2.601 -1.919 0.859 0.00
C 2.633 -2.346 -0.150 0.01
H 1.615 -2.775 -3.213 0.00
H 1.632 -4.146 -2.070 0.00
H 0.196 -4.094 0.170 0.00
H -1.130 -2.939 -0.178 0.00
H 0.083 -3.544 -2.698 0.00
H -0.013 -2.625 1.176 0.00
Cl 2.486 1.145 -0.076 0.23
O -0.127 0.142 1.800 0.04
C 0.135 0.135 0.662 -0.06
```

Values from the calculation:
multiplicity	4
ΔE to the lowest compared entry with this formula, charge and spin	22.0	kcal per mole
charge	+3
maximum force	6.79	eV/A
energy	-55136.5363	eV